Model w:
The following is a quantum chemistry calculation of a structure of composition C4H9NO2, from the OMol25 dataset.

- Total charge: 0
- Lowest unoccupied orbital energy: 0.91 eV

CARTESIAN COORDINATES (ANGSTROEM)
C -2.43029 0.71903 0.80704
C -1.89235 -0.60772 0.28135
N 0.61092 -0.00634 -1.13042
C 0.74513 0.31971 0.07622
O 0.83873 0.54387 1.21471
O 2.02406 0.62630 -1.16743
C 3.06017 -0.31478 -0.86929
H -2.94781 1.27331 0.01659
H -3.13540 0.56163 1.62862
H -1.61932 1.35162 1.18645
H -1.28303 -1.12161 1.03499
H -2.68396 -1.28791 -0.04006
H -1.27913 -0.44772 -0.60875
H 3.89116 -0.02089 -1.51162
H 3.37020 -0.26012 0.18460
H 2.73090 -1.32837 -1.10301

---

Model x:
The following is a quantum chemistry calculation of an isolated molecule of C4H9NO2, from the OMol25 dataset.

- Structure (SMILES): COC/C(C)=N\O
- Total charge: 0
- Lowest unoccupied orbital energy: 0.95 eV

CARTESIAN COORDINATES (ANGSTROEM)
C 1.90814 0.30987 -0.39099
O 1.43659 -0.30535 0.75012
C 0.05876 0.13209 1.20204
C -0.87498 -0.14689 0.08509
C -1.16364 -1.57664 -0.24696
N -1.36053 0.73958 -0.69250
O -1.03912 2.04086 -0.32378
H 2.93035 -0.10575 -0.36996
H 1.38090 0.05835 -1.30115
H 1.98084 1.38700 -0.28501
H 0.12645 1.19229 1.44891
H -0.18172 -0.45396 2.08733
H -1.68834 -2.06382 0.57824
H -0.23317 -2.12756 -0.40809
H -1.78128 -1.64288 -1.14079
H -1.49924 2.56281 -0.99251

---

Model y:
The following is a quantum chemistry calculation of a structure of composition C4H9NO2, from the OMol25 dataset.

- Total charge: 0
- Lowest unoccupied orbital energy: -3.61 eV

CARTESIAN COORDINATES (ANGSTROEM)
C -0.60638 1.32330 -0.36901
C -0.59698 -0.16401 -0.15185
C -1.46754 -0.93348 -1.08639
O -2.24999 -0.40533 -1.83495
N 2.14422 0.06340 0.07345
C 3.22267 -0.50424 0.14617
O -2.06000 -0.41119 1.75444
H -1.59878 1.75282 -0.41750
H -0.10780 1.59472 -1.29965
H 0.49928 -0.40767 -0.09004
H -1.08354 -0.43941 0.93355
H -1.48719 -2.02981 -1.04834
H -0.04989 1.81884 0.42192
H 3.97571 0.00314 0.77173
H 3.44718 -1.49161 -0.27587
H -1.98097 0.23053 2.47235

---

Model z:
The following is a quantum chemistry calculation of a structure of composition C4H9NO2, from the OMol25 dataset.

- Total charge: 0
- Lowest unoccupied orbital energy: 0.94 eV

CARTESIAN COORDINATES (ANGSTROEM)
C -2.17849 -0.72953 -0.07608
C -0.81874 -0.23437 -0.53860
O -0.91660 1.16807 -0.70236
C 0.27134 -0.56829 0.48618
N 1.56067 -0.03769 0.10086
C 2.15412 1.04221 0.51850
O 3.27696 1.15589 -0.09006
H -2.17316 -1.81495 0.06803
H -2.94750 -0.48378 -0.81333
H -2.45332 -0.24852 0.86937
H -0.55437 -0.71091 -1.49752
H -0.08355 1.46441 -1.09189
H -0.03130 -0.15564 1.45671
H 0.35245 -1.65464 0.60302
H 2.74445 0.04932 -0.55434
H 1.79704 1.75842 1.26151

---

Energies relative to the most stable structure are model w 1.666; model x 0.651; model y 6.064; model z 0.000, reported in eV.

---

Model w:
The following is a quantum chemistry calculation of an isolated molecule of C4H9NO2, from the OMol25 dataset.

- Structure (SMILES): C[C@@H](CO)NC=O
- Total charge: 0
- Lowest unoccupied orbital energy: 0.74 eV

CARTESIAN COORDINATES (ANGSTROEM)
C -0.24657 -0.94249 1.68313
C -0.16663 -0.01031 0.46556
C 1.17953 0.72830 0.34177
O 0.99527 2.06921 -0.48756
N -0.53378 -0.79682 -0.71528
C -0.79711 -0.26189 -1.91854
O -0.74807 0.93078 -2.19345
H -1.21041 -1.46850 1.71395
H -0.15012 -0.37989 2.61610
H 0.55405 -1.68941 1.65468
H -0.94727 0.76315 0.57924
H 1.42896 1.08401 1.35366
H 1.86914 0.98824 -0.57718
H 0.37127 1.79736 -1.19501
H -0.51296 -1.80323 -0.64509
H -1.08529 -1.00850 -2.67599

---

Model x:
The following is a quantum chemistry calculation of a cluster of 2 separate species, C4H9NO2 in total, from the OMol25 dataset.

- Total charge: 0
- Lowest unoccupied orbital energy: -1.41 eV

CARTESIAN COORDINATES (ANGSTROEM)
C -2.38084 0.71938 0.84105
C -1.90025 -0.59467 0.26405
N 0.13623 -0.06723 -1.15716
C 0.86553 0.32716 -0.13088
O 0.81415 0.42374 1.06922
O 1.94412 0.64824 -0.98431
C 3.04806 -0.25643 -0.85888
H -2.80723 1.36420 0.06627
H -3.15638 0.54598 1.59614
H -1.54393 1.23944 1.31446
H -1.32127 -1.20012 0.96224
H -2.67067 -1.18605 -0.23944
H -1.16867 -0.37694 -0.57931
H 3.71762 -0.05483 -1.69664
H 3.55687 -0.06155 0.08842
H 2.70275 -1.29500 -0.89704

---

Model y:
The following is a quantum chemistry calculation of an isolated molecule of C4H9NO2, from the OMol25 dataset.

- Structure (SMILES): CC[C@H](N)C(=O)O
- Total charge: 0
- Lowest unoccupied orbital energy: 0.72 eV

CARTESIAN COORDINATES (ANGSTROEM)
C 1.25232 1.24313 -1.10369
C 1.08347 -0.20459 -0.44539
C -0.07978 -0.31603 0.57977
N 0.09238 -1.42409 1.39608
C -1.46405 -0.28604 -0.07401
O -1.62022 -0.20764 -1.32668
O -2.40496 -0.29053 0.80358
H 1.93324 1.41273 -1.66238
H 1.39648 2.15332 -0.56773
H 0.43362 1.55999 -1.83725
H 2.11520 -0.20659 0.12422
H 0.86026 -0.84483 -1.35296
H -0.29116 0.80866 1.13545
H -0.83583 -1.52062 1.96515
H 0.67635 -1.53638 1.98038
H -3.14732 -0.34049 0.38547

---

Model z:
The following is a quantum chemistry calculation of an isolated molecule of C4H9NO2, from the OMol25 dataset.

- Structure (SMILES): C[C@@H](O)CNC=O
- Total charge: 0
- Lowest unoccupied orbital energy: 0.87 eV

CARTESIAN COORDINATES (ANGSTROEM)
C -2.17848 -0.72592 -0.05399
C -0.82125 -0.24264 -0.54226
O -0.92623 1.15014 -0.75133
C 0.30624 -0.54009 0.45714
N 1.59495 0.02157 0.03670
C 2.27132 1.07790 0.52335
O 3.33854 1.30871 -0.03156
H -2.17707 -1.80627 0.12433
H -2.94468 -0.50060 -0.80236
H -2.45779 -0.21441 0.87357
H -0.57488 -0.75541 -1.48620
H -0.07031 1.44602 -1.08999
H 0.02810 -0.08417 1.42126
H 0.38695 -1.62060 0.62681
H 2.35239 -0.18372 -0.66182
H 1.87220 1.66949 1.35637

---

Energies relative to the most stable structure are model w 2.028; model x 3.675; model y 3.507; model z 0.000, reported in eV.

---

Model w:
The following is a quantum chemistry calculation of an isolated molecule of C4H9NO2, from the OMol25 dataset.

- Structure (SMILES): CNCOCC=O
- Total charge: 0
- Lowest unoccupied orbital energy: 0.49 eV

CARTESIAN COORDINATES (ANGSTROEM)
C -1.26147 -1.94422 -0.01708
N -0.20902 -1.05429 0.44207
C -0.64881 0.29646 0.61728
O 0.30162 1.09591 1.28049
C 1.39076 1.41579 0.43737
C 1.06738 1.22663 -1.05257
O 1.28007 0.17464 -1.61762
H -1.61760 -1.73349 -1.04073
H -0.89603 -2.97453 0.01413
H -2.11976 -1.87360 0.66022
H 0.55294 -1.05621 -0.23541
H -1.57168 0.31489 1.20402
H -0.83849 0.81429 -0.35703
H 1.66499 2.45575 0.64836
H 2.24630 0.75805 0.63523
H 0.65880 2.08392 -1.61873

---

Model x:
The following is a quantum chemistry calculation of a cluster of 2 separate species, C4H9NO2 in total, from the OMol25 dataset.

- Total charge: 0
- Lowest unoccupied orbital energy: 0.65 eV

CARTESIAN COORDINATES (ANGSTROEM)
C 2.24245 0.50069 -0.09545
C -2.84931 0.47315 -0.20315
C -1.04572 -1.16518 0.43764
C -1.34913 0.03954 -0.02625
N 2.56286 -0.68759 -0.59508
O 3.23342 0.80910 0.76396
O -0.51529 1.12407 -0.05623
H -3.02487 0.31575 -1.34621
H -3.61209 -0.07642 0.44340
H -2.75483 1.49884 0.02806
H -0.00973 -1.53382 0.49645
H -1.80477 -1.93731 0.56782
H 3.03106 1.69182 1.27218
H 2.04370 -1.04926 -1.36126
H 3.41802 -0.97356 -0.08086
H 0.43422 0.97017 -0.24501

---

Energies relative to the most stable structure are model w 0.000; model x 1.001, reported in eV.

---

Model w:
The following is a quantum chemistry calculation of a structure of composition C4H9NO2, from the OMol25 dataset.

- Total charge: 0
- Lowest unoccupied orbital energy: 0.59 eV

CARTESIAN COORDINATES (ANGSTROEM)
C 0.31887 -2.10630 0.09622
C -0.40975 -0.76995 0.13014
O -0.43985 -0.24385 1.46003
C 0.25830 0.30855 -0.70577
C -1.05693 1.67519 -0.96806
O -1.31418 1.82566 -2.11698
N -1.17442 2.30555 0.18795
H 1.34491 -1.99128 0.46095
H 0.34700 -2.51057 -0.92096
H -0.19337 -2.83946 0.73202
H -1.43978 -0.91516 -0.23258
H -0.91244 -0.86596 2.02714
H 1.27201 0.48641 -0.30385
H 0.36502 0.04751 -1.75778
H 0.03413 1.63702 -0.14204
H -1.15173 1.64009 0.96565

---

Model x:
The following is a quantum chemistry calculation of an isolated molecule of C4H9NO2, from the OMol25 dataset.

- Structure (SMILES): CCNC(=O)OC
- Total charge: 0
- Lowest unoccupied orbital energy: 0.77 eV

CARTESIAN COORDINATES (ANGSTROEM)
C -0.52999 -1.84762 1.58178
C -0.44200 -0.34711 1.34103
N 0.21457 0.02768 0.10211
C -0.46383 0.06038 -1.08394
O -1.59201 -0.34335 -1.24254
O 0.24635 0.62408 -2.10704
C 0.94776 1.82514 -1.80731
H 0.46650 -2.30211 1.58959
H -1.00337 -2.05354 2.54826
H -1.12537 -2.31789 0.79475
H -1.44397 0.08836 1.30599
H 0.10249 0.14587 2.15477
H 1.22158 0.00566 0.06754
H 1.38744 2.16576 -2.74666
H 0.26145 2.58810 -1.42246
H 1.75239 1.68059 -1.07585

---

Model y:
The following is a quantum chemistry calculation of an isolated molecule of C4H9NO2, from the OMol25 dataset.

- Structure (SMILES): N/C(O)=C\CCO
- Total charge: 0
- Lowest unoccupied orbital energy: 0.80 eV

CARTESIAN COORDINATES (ANGSTROEM)
N 0.81459 -1.73059 -0.11559
C -0.28049 -1.35400 0.63553
O -0.99399 -2.45106 1.01833
C -0.61310 -0.10103 0.99715
C 0.14749 1.14453 0.61957
C 0.07929 1.54780 -0.85169
O 0.99936 0.74504 -1.59086
H 0.68816 -2.62379 -0.57242
H 1.13373 -0.99941 -0.74451
H -1.71333 -2.14899 1.58871
H -1.47614 0.01714 1.64990
H -0.25203 1.98028 1.20521
H 1.21243 1.07042 0.88608
H -0.94409 1.40447 -1.22565
H 0.34828 2.60823 -0.96780
H 0.84985 0.89094 -2.53196

---

Energies relative to the most stable structure are model w 3.882; model x 0.000; model y 0.667, reported in eV.

---

Model w:
The following is a quantum chemistry calculation of an isolated molecule of C4H9NO2, from the OMol25 dataset.

- Structure (SMILES): C[C@@H](O)C/N=C/O
- Total charge: 0
- Lowest unoccupied orbital energy: 0.94 eV

CARTESIAN COORDINATES (ANGSTROEM)
C 0.52776 -2.11789 0.93086
C 0.69927 -0.71734 0.37498
O 1.07617 -0.84138 -0.98568
C -0.58548 0.10446 0.49205
N -0.33656 1.45594 0.03888
C -0.82296 1.82433 -1.06561
O -0.60675 3.06012 -1.54284
H 0.28096 -2.08141 1.99744
H 1.45340 -2.68576 0.80631
H -0.27048 -2.64687 0.39877
H 1.48897 -0.19059 0.93461
H 1.24830 0.05152 -1.31379
H -1.37869 -0.39961 -0.08608
H -0.89708 0.14694 1.54304
H -1.45078 1.23222 -1.74027
H -0.07376 3.50065 -0.85727

---

Model x:
The following is a quantum chemistry calculation of an isolated molecule of C4H9NO2, from the OMol25 dataset.

- Structure (SMILES): CC(C)OC(N)=O
- Total charge: 0
- Lowest unoccupied orbital energy: 0.87 eV

CARTESIAN COORDINATES (ANGSTROEM)
C -1.52275 -0.89159 0.48754
C -0.28809 -0.79101 -0.44005
C 0.99537 -1.47181 0.02188
O -0.05227 0.58508 -0.83435
C 0.44008 1.39642 0.09726
N 0.61569 2.63932 -0.43914
O 0.69960 1.08173 1.25253
H -1.79693 -1.94838 0.70863
H -2.35587 -0.37724 0.00162
H -1.24852 -0.31783 1.42304
H -0.53324 -1.23503 -1.41327
H 0.86318 -2.57483 -0.07825
H 1.27884 -1.24308 1.05502
H 1.84063 -1.12031 -0.63557
H 0.15959 2.89697 -1.37071
H 0.90470 3.37160 0.16383

---

Model y:
The following is a quantum chemistry calculation of an isolated molecule of C4H9NO2, from the OMol25 dataset.

- Structure (SMILES): C[C@@H](CO)NC=O
- Total charge: 0
- Lowest unoccupied orbital energy: 0.79 eV

CARTESIAN COORDINATES (ANGSTROEM)
C -0.70634 1.10608 -0.78992
C -0.19719 0.32082 0.51203
C -0.88142 -1.05706 0.61116
O -0.51696 -1.86848 1.70338
N 1.28089 0.11406 0.57336
C 1.59631 0.00719 -0.78940
O 1.35272 -0.94645 -1.48226
H -0.59418 2.18821 -0.66701
H -1.75975 0.85229 -0.86417
H -0.34988 0.94060 -1.83553
H -0.45895 0.90688 1.40679
H -1.95564 -0.88820 0.72560
H -0.69206 -1.56263 -0.34116
H 0.41382 -2.11099 1.61052
H 1.72435 0.94505 0.96323
H 1.90392 0.98092 -1.21586

---

Model z:
The following is a quantum chemistry calculation of a cluster of 3 separate species, C4H9NO2 in total, from the OMol25 dataset.

- Structure (SMILES): c1cc[nH]c1.O.O
- Total charge: 0
- Lowest unoccupied orbital energy: 0.78 eV

CARTESIAN COORDINATES (ANGSTROEM)
C -1.31589 0.47846 -0.19843
C -0.82944 1.71013 0.33095
C 0.19075 2.16482 -0.52198
N 0.36101 1.24370 -1.48987
C -0.48046 0.18380 -1.27673
H -2.18847 -0.08845 0.03690
H -1.09601 2.08571 1.30652
H 0.64526 3.14670 -0.47709
H 1.03844 1.42816 -2.22313
H -0.17460 -0.78369 -1.68073
O -0.16302 -1.60278 2.03545
H -0.05016 -1.61526 2.99141
H -0.78457 -0.87453 1.92294
O 1.83872 -2.43221 -0.55138
H 1.72510 -3.26748 -0.09469
H 1.28332 -1.77708 -0.11012

---

Energies relative to the most stable structure are model w 0.938; model x 0.000; model y 1.803; model z 1.372, reported in eV.